{"formula": "C28H56O21", "method": "the ωB97M-V functional and the def2-TZVPD basis", "species": ["C", "C", "O", "C", "O", "O", "C", "H", "H", "H", "H", "H", "H", "H", "H", "C", "C", "O", "C", "O", "O", "C", "H", "H", "H", "H", "H", "H", "H", "H", "C", "C", "O", "C", "O", "O", "C", "H", "H", "H", "H", "H", "H", "H", "H", "C", "C", "O", "C", "O", "O", "C", "H", "H", "H", "H", "H", "H", "H", "H", "C", "C", "O", "C", "O", "O", "C", "H", "H", "H", "H", "H", "H", "H", "H", "C", "C", "O", "C", "O", "O", "C", "H", "H", "H", "H", "H", "H", "H", "H", "C", "C", "O", "C", "O", "O", "C", "H", "H", "H", "H", "H", "H", "H", "H"], "coordinates": [[12.1004, 13.8909, 10.6630], [11.7719, 12.4738, 10.0715], [12.0925, 11.4417, 10.9386], [11.3247, 11.1001, 11.9682], [10.1590, 11.4376, 12.0329], [11.9533, 10.2918, 12.7723], [11.2365, 9.6641, 13.8266], [12.5800, 14.4345, 9.8491], [12.8807, 13.8232, 11.4211], [11.1865, 14.3193, 11.0746], [12.2966, 12.2758, 9.1369], [10.7221, 12.4384, 9.7804], [11.6153, 10.0068, 14.7895], [11.3755, 8.5960, 13.6593], [10.1627, 9.8352, 13.7497], [20.9466, 11.4446, 9.2725], [21.7251, 10.8117, 8.0641], [22.5719, 9.8011, 8.5653], [23.4852, 9.3615, 7.5786], [23.6725, 9.7592, 6.4335], [24.2478, 8.4173, 8.1878], [25.4425, 7.9391, 7.5271], [21.5026, 12.1426, 9.8984], [20.5858, 10.6373, 9.9098], [20.0463, 11.9719, 8.9571], [22.2497, 11.6109, 7.5405], [21.1187, 10.2496, 7.3538], [26.3770, 8.2870, 7.9672], [25.5151, 8.1008, 6.4516], [25.4959, 6.8674, 7.7187], [19.6418, 10.2004, 12.7230], [21.1426, 10.6007, 12.8219], [22.0462, 9.5976, 12.3861], [23.1800, 9.9885, 11.6384], [23.4897, 11.0999, 11.3587], [24.0331, 8.9804, 11.5855], [25.4143, 9.1278, 11.4545], [19.3566, 9.7263, 11.7839], [18.9203, 11.0029, 12.8766], [19.3071, 9.4676, 13.4572], [21.4210, 10.8628, 13.8426], [21.2953, 11.5589, 12.3252], [25.7114, 9.3212, 10.4237], [26.0333, 8.2923, 11.7815], [25.7252, 9.9471, 12.1028], [15.2432, 16.3439, 7.2569], [14.7236, 17.0829, 8.5357], [13.5843, 17.9161, 8.2128], [12.7325, 18.2920, 9.1509], [12.7760, 18.1465, 10.3842], [11.7053, 19.0442, 8.5534], [10.5617, 19.5121, 9.3389], [14.8907, 15.3179, 7.3625], [16.3072, 16.3813, 7.0236], [14.9537, 16.8428, 6.3321], [15.5319, 17.6804, 8.9571], [14.5809, 16.3584, 9.3375], [10.1905, 18.5541, 9.7030], [9.8268, 20.0077, 8.7045], [10.7937, 20.1121, 10.2188], [23.2134, 18.1899, 12.4315], [23.2694, 16.6845, 12.2758], [21.9768, 16.2508, 12.8015], [21.5461, 15.0731, 12.3229], [22.0943, 14.3061, 11.5497], [20.2415, 15.0561, 12.3560], [19.4592, 14.0338, 11.6887], [22.6309, 18.6628, 11.6409], [24.2210, 18.5635, 12.2494], [22.8765, 18.6226, 13.3735], [23.9874, 16.1833, 12.9250], [23.4250, 16.3810, 11.2405], [19.6833, 13.0893, 12.1844], [19.7454, 13.9022, 10.6453], [18.4119, 14.3319, 11.6400], [13.6803, 6.4444, 11.9248], [12.2759, 6.1405, 12.3119], [11.4868, 6.5668, 11.2288], [10.1592, 6.8098, 11.3188], [9.5282, 6.8423, 12.3868], [9.6396, 7.0293, 10.1023], [8.2468, 7.1362, 9.9341], [13.8272, 7.4958, 12.1718], [14.0197, 6.1127, 10.9435], [14.3331, 6.0531, 12.7051], [12.0529, 6.6606, 13.2435], [12.0673, 5.0869, 12.4978], [7.7458, 7.7346, 10.6950], [7.6734, 6.2104, 9.9806], [7.9319, 7.5485, 8.9755], [16.5053, 12.4659, 7.5688], [15.6863, 12.8672, 8.8442], [15.3040, 11.7474, 9.6258], [16.0694, 11.2603, 10.6383], [17.0040, 11.8523, 11.2228], [15.5999, 10.0417, 10.9543], [16.0336, 9.5594, 12.2366], [17.4051, 11.8838, 7.7681], [16.8158, 13.3471, 7.0073], [15.8725, 11.9520, 6.8453], [14.7426, 13.3111, 8.5273], [16.1984, 13.6054, 9.4614], [17.0461, 9.8123, 12.5513], [15.9895, 8.4905, 12.0278], [15.4236, 9.6806, 13.1318]], "atomic_forces_ev_per_a": [[0.201, -1.473, -0.727], [-0.767, 1.662, -0.393], [1.794, -1.424, 1.030], [-2.418, 0.993, -1.566], [0.468, -0.046, 0.575], [1.207, -0.142, 0.232], [-0.664, -0.528, -0.110], [-0.537, 0.607, 0.058], [-0.168, -0.185, 0.197], [0.343, 0.354, -0.150], [0.444, -0.028, 0.295], [-0.198, -0.054, 0.300], [0.057, -0.092, -0.148], [0.135, 0.063, 0.427], [0.129, 0.301, -0.019], [-0.098, -0.883, -0.644], [-1.415, 1.055, 0.733], [2.823, -0.983, -2.002], [0.819, 0.444, 0.349], [-1.152, -0.486, 2.479], [0.078, 0.495, -0.452], [0.164, -0.806, -0.042], [0.449, -0.180, -0.276], [0.058, -0.080, 0.091], [0.032, 0.008, -0.406], [0.314, -0.272, -0.070], [-0.713, 0.725, -0.083], [-0.360, 0.777, 0.333], [-0.585, 0.265, 0.139], [-0.426, -0.056, -0.127], [0.185, -0.734, 0.174], [-0.939, 1.111, 0.215], [1.351, -0.371, -1.844], [0.262, 0.128, 2.608], [-0.654, 1.020, -0.598], [-1.564, -2.702, 0.312], [1.085, 1.584, -0.226], [0.408, 0.247, -0.339], [0.524, 0.541, -0.161], [0.577, -0.225, 0.340], [-0.189, -0.374, 0.330], [0.177, -0.234, -0.646], [-0.187, 0.265, -0.038], [-1.010, -0.627, 0.151], [0.121, 0.332, -0.270], [-0.624, 0.640, 0.299], [1.671, -0.043, -0.281], [-0.104, -0.566, -0.012], [-2.151, 1.854, 2.954], [0.369, -0.288, -3.211], [1.595, -0.208, -0.236], [0.781, -1.989, 0.566], [0.123, 0.039, -0.789], [0.365, -0.233, 1.210], [-1.100, -0.198, 0.118], [-0.204, 0.616, -0.210], [-0.952, 0.029, -0.130], [-0.786, 0.344, 0.301], [0.534, -0.145, -0.271], [0.488, 0.130, -0.303], [0.965, 0.588, -0.778], [-0.818, 0.204, 1.404], [0.208, -1.196, -0.216], [-0.455, 0.169, -4.116], [1.473, 0.136, 1.448], [-2.795, 0.617, 1.455], [1.179, -0.188, -0.218], [-0.296, -0.262, -0.008], [0.199, 0.117, 0.135], [-0.006, -0.638, 0.150], [0.399, 0.303, -0.240], [-0.239, -0.107, 0.121], [-0.639, 0.018, -0.001], [0.482, 0.237, 0.011], [0.219, -0.002, 0.829], [0.961, 0.382, 1.441], [-0.392, -0.574, 0.609], [-1.877, 0.796, -1.709], [-0.972, -0.088, 2.723], [1.338, -0.154, -2.412], [1.060, -0.330, -0.163], [-2.087, 0.201, 0.644], [0.018, 0.387, -1.128], [-0.234, 0.260, 0.110], [0.143, -0.745, -0.115], [-0.321, 0.102, -0.098], [0.089, -0.145, -0.124], [0.528, 0.314, 0.196], [0.734, -0.650, 0.154], [1.041, 0.231, -0.130], [-0.622, 0.421, 0.397], [0.894, 0.176, -0.881], [0.490, -1.285, 0.783], [1.316, 1.885, 0.846], [-2.565, -1.451, -1.917], [0.271, 1.722, 0.721], [0.594, -2.130, 0.000], [-0.162, -0.060, 0.237], [0.091, 0.322, 0.342], [-0.055, -0.412, 0.302], [-0.018, -0.056, 0.019], [0.228, -0.124, 0.024], [-0.069, 0.294, -0.697], [0.334, -0.150, 0.407], [-0.796, 0.897, -0.594]], "smiles": "CCOC(=O)OC.CCOC(=O)OC.CCOC(=O)OC.CCOC(=O)OC.CCOC(=O)OC.CCOC(=O)OC.CCOC(=O)OC", "orbital_gap_ev": 10.8, "molar_mass_da": 728.73, "de_lowest_kj_mol": 443.87, "e_tot_ha": -2680.4413, "total_charge": 0}

***

{"formula": "C37H44AgF2O2P", "method": "the ωB97M-V functional and the def2-TZVPD basis", "species": ["Ag", "C", "C", "C", "C", "C", "C", "C", "C", "C", "C", "C", "C", "C", "C", "C", "C", "C", "H", "H", "H", "H", "H", "H", "H", "H", "H", "H", "H", "H", "H", "H", "H", "H", "H", "H", "H", "H", "H", "H", "H", "H", "H", "H", "H", "H", "H", "O", "C", "O", "C", "C", "C", "C", "C", "C", "P", "C", "C", "C", "C", "C", "C", "C", "C", "C", "C", "C", "C", "H", "H", "H", "H", "H", "H", "H", "H", "H", "H", "H", "H", "H", "H", "F", "C", "F", "H"], "coordinates": [[-0.4676, 0.4651, 0.6785], [-0.6870, 3.0933, 0.6827], [0.1843, 2.5557, 1.6922], [-0.6705, 2.3130, 2.8435], [-1.9673, 2.7180, 2.4887], [-1.9884, 3.1966, 1.1670], [-3.2307, 3.5837, 0.3956], [-2.8704, 4.1065, -0.9952], [-4.1494, 2.3639, 0.2293], [-3.9958, 4.6804, 1.1491], [-0.3720, 1.6786, 4.2025], [0.2437, 0.2780, 4.0400], [0.5237, 2.5602, 5.0909], [-1.6689, 1.4792, 5.0015], [1.6843, 2.8939, 1.6129], [2.6362, 1.8752, 2.2501], [2.1338, 3.0086, 0.1484], [1.9018, 4.2758, 2.2610], [-0.3575, 3.4292, -0.2884], [-2.8515, 2.5741, 3.0957], [-2.3555, 3.3375, -1.5737], [-2.2136, 4.9774, -0.9266], [-3.7757, 4.3966, -1.5393], [-3.6325, 1.5660, -0.3064], [-5.0586, 2.6287, -0.3254], [-4.4436, 1.9708, 1.2049], [-3.3776, 5.5757, 1.2494], [-4.2575, 4.3441, 2.1544], [-4.9203, 4.9475, 0.6226], [1.0793, 0.2716, 3.3456], [-0.5116, -0.4037, 3.6409], [0.5874, -0.1093, 5.0082], [1.5123, 2.7194, 4.6694], [0.6512, 2.1001, 6.0780], [0.0584, 3.5403, 5.2262], [-2.3752, 0.8543, 4.4530], [-2.1516, 2.4334, 5.2245], [-1.4365, 0.9833, 5.9500], [2.5533, 0.9135, 1.7402], [2.4674, 1.7319, 3.3152], [3.6663, 2.2272, 2.1269], [1.9579, 2.0797, -0.3939], [3.2107, 3.1951, 0.1121], [1.6363, 3.8347, -0.3629], [1.6278, 4.2767, 3.3163], [1.2780, 5.0196, 1.7586], [2.9509, 4.5837, 2.1745], [3.6292, 0.2444, -1.2359], [2.9959, -0.6764, -0.6992], [2.0228, -0.6158, 0.0973], [3.4850, -2.1054, -0.9865], [4.8486, -2.2956, -1.2019], [5.3830, -3.5652, -1.3358], [4.5454, -4.6731, -1.2664], [3.1838, -4.4884, -1.0890], [2.6327, -3.2113, -0.9640], [0.8131, -2.9403, -0.7381], [0.7073, -3.6479, 0.9680], [0.6278, -5.0073, 1.2591], [0.5932, -5.4545, 2.5740], [0.6440, -4.5445, 3.6191], [0.7272, -3.1866, 3.3404], [0.7548, -2.7407, 2.0275], [0.1095, -4.3434, -1.7169], [-1.1731, -4.7886, -1.3723], [-1.8501, -5.7046, -2.1606], [-1.2761, -6.1862, -3.3317], [-0.0239, -5.7254, -3.7078], [0.6572, -4.8117, -2.9120], [5.4695, -1.4097, -1.2505], [6.4497, -3.6969, -1.4831], [4.9510, -5.6756, -1.3492], [2.5338, -5.3543, -1.0422], [0.5845, -5.7307, 0.4540], [0.5268, -6.5176, 2.7787], [0.6129, -4.8906, 4.6463], [0.7593, -2.4645, 4.1471], [0.8213, -1.6836, 1.8050], [-1.6464, -4.3879, -0.4832], [-2.8402, -6.0332, -1.8662], [-1.8076, -6.8998, -3.9507], [0.4300, -6.0742, -4.6288], [1.6299, -4.4575, -3.2298], [-2.0527, -2.2497, 0.5758], [-2.1609, -0.8559, 0.3119], [-2.6261, -0.8303, -1.0273], [-3.0569, -0.5810, 0.8873]], "atomic_forces_ev_per_a": [[-0.136, 0.024, -0.007], [0.020, 0.001, -0.054], [0.027, -0.006, 0.047], [-0.027, 0.005, -0.031], [-0.032, -0.014, 0.060], [0.002, 0.003, 0.009], [-0.013, 0.009, -0.001], [0.003, 0.000, 0.000], [-0.010, 0.004, -0.002], [-0.006, -0.005, -0.001], [0.032, -0.006, 0.015], [-0.044, 0.044, 0.006], [0.012, 0.006, -0.013], [0.008, -0.011, 0.002], [-0.005, 0.019, 0.001], [0.034, 0.009, -0.003], [-0.012, -0.004, 0.002], [-0.003, -0.011, 0.008], [0.008, 0.002, -0.002], [-0.005, -0.007, 0.001], [0.001, -0.001, -0.002], [0.001, 0.001, 0.002], [-0.002, 0.001, -0.001], [0.007, -0.001, -0.002], [-0.001, -0.003, -0.001], [0.004, 0.000, 0.001], [0.003, 0.000, -0.001], [-0.001, -0.001, 0.000], [0.000, 0.001, 0.000], [0.006, -0.011, 0.032], [0.005, 0.001, -0.007], [-0.019, -0.005, 0.005], [0.005, -0.022, -0.002], [-0.005, -0.005, 0.001], [-0.002, 0.000, -0.005], [0.004, -0.003, -0.002], [-0.001, 0.003, 0.000], [-0.002, 0.001, -0.001], [-0.015, -0.004, 0.002], [0.006, 0.028, 0.000], [0.003, -0.006, 0.001], [0.009, -0.003, -0.011], [0.007, -0.004, 0.000], [0.004, 0.000, 0.002], [0.008, 0.008, -0.013], [-0.003, -0.001, -0.007], [0.002, -0.003, -0.005], [0.019, 0.031, -0.027], [-0.010, -0.062, 0.016], [0.003, -0.047, -0.016], [0.037, 0.045, 0.007], [0.026, -0.001, -0.004], [0.005, -0.005, -0.003], [-0.022, 0.011, 0.003], [0.029, -0.009, -0.026], [-0.037, -0.046, 0.008], [0.021, 0.013, 0.002], [0.001, 0.100, 0.038], [0.011, -0.012, 0.011], [-0.001, -0.017, -0.038], [-0.001, 0.023, 0.021], [0.003, -0.004, 0.026], [-0.015, -0.056, -0.040], [-0.044, 0.011, 0.019], [0.014, -0.001, 0.008], [-0.003, -0.006, -0.010], [-0.014, -0.002, 0.002], [0.014, 0.011, 0.000], [-0.007, 0.001, 0.010], [-0.003, 0.000, 0.000], [0.002, 0.004, 0.001], [-0.005, -0.003, -0.002], [0.010, -0.006, -0.013], [-0.005, -0.008, -0.004], [0.000, -0.001, -0.003], [0.005, 0.002, -0.001], [0.001, -0.008, -0.006], [0.008, 0.001, 0.004], [-0.003, -0.005, -0.007], [-0.001, 0.001, 0.002], [0.000, 0.000, -0.001], [0.001, -0.001, 0.000], [0.016, 0.001, 0.004], [0.037, 0.008, 0.020], [0.027, 0.013, -0.038], [-0.002, -0.004, 0.023], [0.010, 0.001, -0.009]], "orbital_gap_ev": 5.9, "molar_mass_da": 697.60, "de_lowest_kj_mol": 50.72, "e_tot_ha": -2274.8585, "total_charge": -2}

***

{"formula": "C5H11N", "method": "the ωB97M-V functional and the def2-TZVPD basis", "species": ["C", "C", "C", "C", "C", "N", "H", "H", "H", "H", "H", "H", "H", "H", "H", "H", "H"], "coordinates": [[3.4854, -0.7532, -0.0730], [-2.6761, 1.0590, 0.5240], [-1.8280, 0.2514, -0.1827], [-2.1891, -0.8684, -0.9106], [-0.3321, 0.4336, 0.0057], [2.6039, 0.1540, 0.5223], [3.0559, -1.7123, -0.4805], [4.3571, -1.1440, 0.4844], [-3.7540, 0.9453, 0.4368], [-2.3782, 2.0152, 0.9329], [-1.5209, -1.6758, -1.1732], [-3.2113, -1.0043, -1.2480], [0.1962, 0.5227, -0.9447], [-0.0155, -0.5572, 0.3588], [0.0815, 1.1909, 0.6610], [2.4631, -0.1507, 1.4894], [3.8932, -0.3629, -1.0190]], "atomic_forces_ev_per_a": [[0.856, -0.886, -1.610], [-1.075, 0.609, -1.249], [1.164, 0.214, 0.771], [-0.975, 0.080, -0.048], [0.645, -1.283, -0.528], [-0.340, -0.003, 0.502], [-0.425, 0.191, 0.491], [-0.241, 0.297, 0.427], [0.090, -0.372, 0.292], [0.389, -0.239, 0.258], [0.367, 0.284, -0.039], [-0.034, 0.045, 0.163], [-0.179, 0.211, -0.032], [0.336, 0.277, 0.244], [-0.529, 0.152, 0.175], [-0.041, 0.085, -0.036], [-0.008, 0.337, 0.219]], "orbital_gap_ev": 2.8, "molar_mass_da": 85.15, "de_lowest_kj_mol": 701.20, "e_tot_ha": -251.5955, "total_charge": 0}

***

{"formula": "C5H9NOS", "method": "the ωB97M-V functional and the def2-TZVPD basis", "species": ["C", "C", "C", "C", "C", "N", "O", "S", "H", "H", "H", "H", "H", "H", "H", "H", "H"], "coordinates": [[1.1794, -1.0233, 1.1089], [2.1961, 1.6889, 0.2083], [-0.9366, -0.3594, 0.0683], [-1.0796, -0.8044, -1.3928], [-2.1025, 0.2847, 0.8018], [0.0696, -0.7978, 0.6231], [2.7546, -0.4094, -1.1641], [2.9733, 0.2718, 0.1619], [1.4232, -2.1073, 1.4261], [1.6472, 2.1533, -0.6040], [2.3255, 2.2352, 1.1139], [-1.9645, -0.1495, -1.7224], [-1.3475, -1.7932, -1.6847], [-0.1084, -0.4010, -1.7699], [-2.7176, 0.5775, 0.0086], [-1.6999, 1.1452, 1.4556], [-2.6123, -0.5114, 1.3614]], "atomic_forces_ev_per_a": [[0.160, -2.352, -0.039], [0.799, -0.136, -0.426], [-2.451, -0.870, -1.300], [-0.695, 4.191, 0.082], [2.328, -0.138, 1.276], [2.768, -0.744, 2.435], [0.472, 0.415, 1.312], [-1.274, 0.625, -1.748], [-0.785, 1.578, -0.119], [-0.015, -0.434, 0.000], [0.136, 0.362, 0.557], [1.483, -0.847, -0.333], [0.300, -0.985, 0.427], [-0.928, -0.823, -0.760], [-1.292, 1.059, -0.660], [-1.041, -1.391, -0.933], [0.034, 0.490, 0.229]], "orbital_gap_ev": 8.1, "molar_mass_da": 131.20, "de_lowest_kj_mol": 533.14, "e_tot_ha": -723.9167, "total_charge": 0}